83
Properties=species:S:1:pos:R:3 method="wB97M-V/def2-TZVPD" de_lowest_ev=1.272 mol_weight_g_mol=1009.269 orbital_gap_ev="4.74 / 5.08"
H -3.11 -5.78 -2.13
C 4.24 -2.31 -4.57
H -3.47 0.80 2.66
C -2.12 -2.96 -0.49
H -4.94 3.40 3.21
H -3.28 -3.30 -2.27
C 1.43 -3.17 1.12
H -0.91 0.91 -2.89
H 1.33 4.51 -3.56
H 3.05 -1.45 5.87
H 1.49 2.11 4.04
C 1.63 -1.76 4.28
Sr -1.43 0.32 0.33
H 1.58 -0.29 0.74
C 0.43 3.26 0.43
C -5.68 2.61 3.02
Cl 0.15 7.78 -0.32
H -6.52 1.56 -1.25
H 3.13 -0.38 -0.14
C 2.45 2.85 -2.77
H 0.11 0.73 2.53
H 4.79 -1.83 -5.36
H 2.32 6.15 0.54
C 3.26 -1.60 -3.86
C 2.40 1.51 -2.35
C 2.20 -0.93 0.10
C -4.66 1.26 -0.19
Sb -0.39 -2.30 1.98
C -0.75 3.90 -0.01
C 3.80 -4.27 -3.22
C 4.51 -3.65 -4.25
H -0.81 3.26 -3.65
H 3.36 -2.77 0.27
C 0.03 1.45 -2.86
H -0.75 -5.41 1.44
C 0.75 0.25 3.26
C -1.93 -5.75 -0.32
C 2.55 -2.23 -2.83
N -3.21 1.42 1.91
N -4.40 1.59 1.14
H -6.68 3.01 3.20
H -3.54 -0.69 0.84
H -2.94 2.35 2.18
H 3.30 1.04 -1.98
H -1.79 5.70 -0.57
O 0.47 2.00 0.62
C -1.40 -3.55 0.56
C 1.19 0.81 -2.39
S -3.77 0.57 -1.42
Cl 3.09 3.56 1.14
H 1.78 -4.01 1.76
H 3.06 -1.91 1.81
C 2.41 -0.98 5.14
C 0.80 -1.15 3.34
Sb 1.02 -1.21 -1.71
H -2.18 -1.88 -0.57
C 1.53 4.14 0.61
C 2.36 0.42 5.05
Cl -2.18 2.95 -0.27
C 1.45 5.53 0.38
H 2.28 -4.07 -1.74
H 3.06 -0.57 -4.12
N -5.99 1.65 -0.39
C -5.55 2.13 1.62
C -2.64 -5.16 -1.37
H -1.85 -6.83 -0.26
C 0.26 6.08 -0.04
H -5.49 1.79 3.72
H 5.27 -4.19 -4.79
H 1.13 -3.61 0.15
N -6.52 2.19 0.75
H 4.00 -5.31 -2.97
C 2.82 -3.57 -2.52
C 1.53 1.03 4.11
C 0.09 2.78 -3.29
C 2.59 -2.21 0.85
C -2.73 -3.76 -1.46
H 1.67 -2.84 4.35
C 1.29 3.48 -3.24
C -1.31 -4.95 0.64
C -0.85 5.28 -0.24
H 3.38 3.39 -2.73
H 2.97 1.02 5.71